C20H18BrN4ORuS4 | ωB97M-V with the def2-TZVPD basis set

Its multiplicity is 2. As for the relative energy (zero: lowest compared OMol25 entry of this formula, charge and spin): 20.9 kcal per mole. For the energy, the calculation gives -5328.91419 Eh. For the HOMO-LUMO gap (spin up / spin down), the calculation gives 0.242 / 0.233 hartree.

```
49
Properties=species:S:1:pos:R:3:forces:R:3:nbo_charge:R:1
Ru -0.31386 0.08722 -0.07096 -0.225 0.237 1.115 0.4552
Br -2.58666 0.33162 1.62147 0.028 -0.067 -0.240 0.1571
S 2.13111 -1.24751 -2.20283 -0.040 0.176 0.032 -0.0588
S 0.90316 -2.30045 -3.59043 0.062 -0.014 0.081 0.1469
S -0.83501 -1.49009 -3.69952 -0.089 0.046 -0.003 -0.2600
S 1.19608 0.48534 -1.72482 -0.035 -0.371 -0.326 -0.1855
O -0.44227 -2.04423 -0.09730 0.076 0.191 -0.323 -0.6807
N 1.39344 -1.79155 1.29866 -0.019 0.052 -0.061 -0.4616
N 0.25204 1.92812 0.65873 0.195 0.052 -0.092 -0.3778
N -2.09921 0.85476 -0.99445 0.171 -0.113 -0.160 -0.4481
N 1.10186 -0.47098 1.16048 -0.041 -0.063 0.012 -0.1201
C 1.33043 4.17992 1.86053 0.005 -0.011 0.008 -0.1562
C 1.24345 1.79940 1.58146 0.027 -0.038 -0.015 0.1847
C 2.03277 -5.93499 1.11599 -0.004 0.000 0.001 -0.2270
C -3.50132 1.92212 -2.61203 -0.006 -0.008 0.018 -0.0339
C 0.76680 -3.97620 0.52507 -0.008 0.014 -0.002 -0.0594
C -0.15828 3.14923 0.31717 -0.048 -0.020 0.078 0.0668
C 0.34862 4.30110 0.89034 -0.004 0.016 -0.013 -0.2593
C -2.31373 1.30792 -2.23230 0.001 -0.016 -0.009 0.0582
C -0.09563 -4.76589 -0.22907 0.011 -0.004 -0.009 -0.1824
C 0.54232 -2.50525 0.56429 -0.024 -0.081 -0.005 0.5924
C 1.69726 0.43655 1.86878 0.040 0.065 -0.072 0.1600
C -4.48784 2.06234 -1.64334 -0.006 0.005 -0.015 -0.1590
C -3.68608 2.39417 -4.02577 -0.006 0.003 -0.004 -0.6340
C 1.78194 2.91920 2.20627 -0.024 0.009 -0.007 -0.2300
C -3.06085 1.00486 -0.09545 -0.065 -0.003 0.005 0.1607
C 1.83493 -4.56611 1.19585 -0.012 0.004 0.014 -0.1807
C 1.16769 -6.72141 0.36596 0.005 -0.004 0.001 -0.1991
C -4.27559 1.59926 -0.35214 0.016 -0.019 0.003 -0.2638
C 0.10447 -6.13550 -0.30662 -0.004 0.008 0.003 -0.2238
C 2.74964 0.14808 2.88620 0.008 -0.024 -0.003 -0.6708
H -4.64808 2.88795 -4.15240 0.000 0.001 0.002 0.2187
H -0.91026 -4.28737 -0.75559 0.004 -0.005 0.003 0.2365
H -5.02017 1.69375 0.42407 -0.003 0.000 -0.003 0.2417
H -0.56721 -6.74598 -0.89644 0.002 0.000 -0.002 0.2116
H 2.43811 0.47382 3.88166 -0.006 0.004 -0.003 0.2204
H -0.01830 5.26582 0.57081 -0.005 0.000 0.010 0.2269
H 1.32599 -7.79066 0.30221 -0.001 0.000 0.002 0.2097
H 2.55546 2.79199 2.94958 0.007 -0.001 -0.004 0.2291
H 1.74744 5.05756 2.33621 0.001 0.002 -0.006 0.2230
H -1.49246 1.15687 -2.92357 0.004 -0.009 -0.002 0.2458
H -5.42881 2.53622 -1.89438 -0.001 -0.004 -0.001 0.2239
H 2.50262 -3.93974 1.77030 0.001 -0.003 0.000 0.2305
H -3.63943 1.55467 -4.72040 0.002 -0.001 0.000 0.2370
H -0.92522 3.19283 -0.44558 0.002 -0.002 -0.006 0.2056
H 2.93808 -0.92108 2.91035 0.001 0.002 -0.002 0.2636
H -2.90128 3.09580 -4.30981 0.003 -0.004 0.002 0.2308
H 2.86520 -6.39075 1.63673 0.000 0.000 -0.001 0.2104
H 3.67967 0.66532 2.64031 0.003 -0.005 0.000 0.2245
```
Positions in Å, forces in eV/Å.